Below is an isolated molecule of C4H4O2S at a distorted geometry, with properties calculated with wB97M-V/def2-TZVPD.

Calculated values
* E_LUMO: 0.62 eV
* energy above the lowest of the compared OMol25 structures with the same formula, charge and spin: 295.9 kJ/mol
* net charge: 0
* E: -19139.9247 eV

Last column: Mulliken charge in e.
CARTESIAN COORDINATES (ANGSTROEM)
C (-0.4137, 0.0187, 1.1554)  -0.7906
C (0.8734, 0.1188, 0.3898)  -0.1040
C (-1.5961, 0.2399, 0.6284)  0.7055
C (0.9318, -0.6437, -0.8549)  -0.6675
O (-2.7229, 0.1010, 0.4466)  -0.3678
O (-0.9180, 1.2391, -1.3313)  -0.5664
S (0.5406, 1.1648, -1.2320)  0.3919
H (-0.4725, -0.6274, 2.0268)  0.2962
H (1.7448, 0.5600, 0.8440)  0.4347
H (1.9520, -0.8683, -1.1522)  0.3281
H (0.0805, -1.3031, -0.9206)  0.3398


Below is an isolated molecule of C4H4O2S at a distorted geometry, with properties calculated with wB97M-V/def2-TZVPD.

Calculated values
* E_LUMO: -0.73 eV
* energy above the lowest of the compared OMol25 structures with the same formula, charge and spin: 282.8 kJ/mol
* SMILES: O=C[C@H]1O[C@@H]1C=S
* net charge: 0
* E: -19140.0599 eV

Last column: Mulliken charge in e.
CARTESIAN COORDINATES (ANGSTROEM)
O (-0.9281, 2.5945, 0.2210)  -0.4617
C (-0.9842, 1.5804, -0.4617)  -0.2237
C (-0.8006, 0.2126, 0.2932)  0.3032
O (-0.9455, -0.9273, -0.5560)  -0.4250
C (0.3576, -0.4974, -0.2684)  0.1534
C (1.2249, -1.3933, 0.4899)  -0.4543
S (2.7838, -1.4352, 0.4337)  -0.2644
H (-0.9366, 1.5473, -1.5334)  0.4121
H (-1.2722, 0.1882, 1.3413)  0.3419
H (0.8562, 0.1234, -1.0999)  0.3027
H (0.6446, -1.9932, 1.1404)  0.3159


Below is an isolated molecule of C4H4O2S at a distorted geometry, with properties calculated with wB97M-V/def2-TZVPD.

Calculated values
* E_LUMO: -0.88 eV
* energy above the lowest of the compared OMol25 structures with the same formula, charge and spin: 232.0 kJ/mol
* SMILES: O=C[C@H]1O[C@@H]1C=S
* net charge: 0
* E: -19140.5866 eV

Last column: Mulliken charge in e.
CARTESIAN COORDINATES (ANGSTROEM)
O (-0.8975, 0.1916, -2.7586)  -0.4509
C (-0.1855, -0.3016, -1.9204)  -0.2595
C (-0.5459, -0.3520, -0.4650)  0.2243
O (0.0865, -1.3516, 0.2973)  -0.4192
C (0.5149, -0.0268, 0.5147)  0.2074
C (0.1228, 0.5818, 1.8032)  -0.4914
S (0.8924, 1.8095, 2.4985)  -0.2218
H (0.7980, -0.7857, -2.1540)  0.3178
H (-1.5778, -0.1335, -0.2165)  0.4079
H (1.5471, 0.2239, 0.1452)  0.3661
H (-0.7549, 0.1442, 2.2556)  0.3193


Below is a structure of composition C4H4O2S2 at a distorted geometry, with properties calculated with wB97M-V/def2-TZVPD.

Calculated values
* E_LUMO: -0.12 eV
* energy above the lowest of the compared OMol25 structures with the same formula, charge and spin: 205.5 kJ/mol
* net charge: 0
* E: -29975.5985 eV

Last column: Mulliken charge in e.
CARTESIAN COORDINATES (ANGSTROEM)
C (-0.4226, 1.1748, -1.0912)  0.3795
C (-0.5740, 0.0320, -0.1172)  -0.3023
C (0.1783, 0.0401, 1.1508)  -0.5659
C (0.8037, -1.4665, 0.8774)  0.5177
H (0.7416, -0.0738, -2.0267)  0.3885
H (-1.5341, 0.0269, 0.1830)  0.4615
H (-0.4567, -0.0207, 2.0838)  0.2773
H (0.9071, 0.7713, 1.1217)  0.3109
O (0.0008, 0.8459, -2.3218)  -0.4890
O (1.5122, -2.1705, 1.5488)  -0.5233
S (-1.0965, 2.5728, -0.9000)  -0.2939
S (-0.0599, -1.7324, -0.5085)  -0.1609